This record from the OMol25 dataset describes a 8-piece molecular cluster, C55H88Br2N2O23S3 overall. The level of theory is the ωB97M-V functional and the def2-TZVPD basis.

The geometry in XYZ format:
```
173
Properties=species:S:1:pos:R:3:lowdin_charge:R:1
C 7.4150 -1.7254 -4.7683 -0.07
H 1.8352 -6.5794 3.8666 0.07
H -6.5751 4.7723 3.5918 0.10
C -6.3295 5.3560 2.7043 -0.07
O 1.5746 1.2895 -0.9298 -0.10
H 5.3255 -3.6617 -8.5192 0.13
H -4.9596 -2.4149 -1.6375 0.13
C 3.2637 -0.6581 -0.8671 -0.11
S -2.0143 0.4540 3.1173 0.81
N -3.5881 -0.8337 1.1579 -0.21
H -4.2294 -1.3047 3.1944 0.11
H 6.4502 -7.1257 -7.1616 0.13
C -7.3603 5.1671 1.6129 -0.15
C 3.9209 -2.2989 3.5432 -0.11
H -5.0137 1.9113 7.4805 0.12
H -11.1858 0.4313 1.0787 0.13
H 0.2768 3.2802 -2.1843 0.13
O -0.5724 -0.4130 -1.0381 -0.37
H 2.6409 1.9321 -3.3966 0.10
C 3.1202 3.8793 1.0350 -0.66
C 5.3200 -0.2810 2.6523 -0.07
O -10.4893 2.0992 0.0641 0.03
H -0.2608 1.4434 0.8710 0.09
O 7.2989 -6.0180 3.1604 0.02
H 6.4318 -4.0560 -9.8541 0.13
H 8.4000 -0.3353 -3.4651 0.12
C -7.1179 7.3420 -2.4760 -0.48
S 0.5318 -1.0397 -0.1839 0.79
H -5.5711 -0.6862 2.0374 0.13
H -5.9576 3.6834 6.0985 0.14
H 7.9288 0.5921 -6.3301 0.13
H 5.0418 -5.6796 2.2096 0.05
C 1.6808 -5.5212 3.4408 -0.11
H 0.4499 2.9475 1.6500 0.06
H -7.1695 2.4821 8.4762 0.13
H -9.2200 5.4718 -2.0736 0.10
H 3.4386 -0.1515 3.8463 0.12
O 2.9404 -0.8518 1.8319 -0.16
H 9.0091 -6.8412 3.9632 0.13
H -9.5420 7.9987 -3.7480 0.12
H 1.2252 4.5233 -3.2798 0.12
O -0.0835 -1.2546 1.1792 -0.37
H 9.3032 -5.2761 1.3644 0.12
C -9.4935 2.2437 -0.8497 -0.47
H 1.2537 -5.6844 2.3769 0.08
C 7.2414 -5.1298 -7.0139 -0.48
O -8.2265 1.9464 6.7899 0.03
C 8.6358 -6.5035 2.9918 -0.16
H 4.1921 -0.1121 -0.4344 0.12
H 2.1509 1.9178 2.9263 0.10
H 5.2905 -5.8738 -6.6029 0.14
C 2.5267 0.4338 1.3063 -0.24
C 1.0293 3.4260 -3.0305 -0.21
H -5.7632 0.6725 6.4664 0.12
C 0.2150 1.8267 1.8283 -0.23
S -3.4219 1.9465 0.8788 0.71
C 2.4760 2.7808 -2.6609 -0.10
H -7.3496 7.7904 -4.5686 0.13
H -8.7157 -0.6136 0.6089 0.12
C 6.0860 -1.0351 -4.9026 -0.46
O 5.9653 2.0606 3.4148 -0.03
H -9.9225 -0.5316 -0.6805 0.12
O 0.4821 2.7911 -4.2360 -0.11
O 6.2650 0.2884 -5.1522 0.04
H -6.9508 4.7263 -0.4713 0.12
H -5.5927 -3.2883 2.5161 0.13
H 1.8464 -3.0042 2.8943 0.11
H -3.8416 -3.3838 1.7941 0.14
O -9.3954 3.1851 -1.5971 0.10
H 9.1402 -3.9203 4.0800 0.14
C 2.2356 3.7037 -0.2899 -0.08
H -9.7742 1.2399 1.7960 0.13
H 9.3728 -0.7435 -4.8835 0.12
C -7.1735 1.6862 7.7254 -0.17
H -6.1939 6.4100 2.9588 0.14
H -5.7233 2.3946 4.8696 0.13
C -7.7089 2.5477 5.6844 -0.48
H 5.4218 0.2410 1.6238 0.13
H 4.9700 -2.7416 3.4360 0.06
C -6.5335 5.3032 0.3566 -0.16
C 1.5477 1.1290 2.3256 -0.14
C 9.4194 -5.3307 2.4515 -0.16
O 1.1412 -0.1071 -3.5221 0.03
C -9.1324 6.9901 -3.6306 -0.16
C -10.2415 0.9311 0.8561 -0.16
H 2.9235 -2.1345 -4.7461 0.05
C -8.5265 1.0951 -0.7533 -0.08
H 3.9633 0.4065 -2.6924 0.13
C -9.3286 0.0682 0.0167 -0.16
H 6.3968 -6.3799 -9.3885 0.12
C -4.0688 -0.8064 -0.2515 -0.18
H -0.0011 -3.3896 -0.4281 0.09
C 2.9320 -3.3146 2.7275 -0.14
C -9.2385 6.5593 -2.1867 -0.15
C 8.7249 -4.1501 3.0959 -0.07
C 2.1319 -0.8581 -3.3410 -0.39
C 2.0012 0.1314 -0.1989 -0.36
H 3.6793 -2.3337 4.6754 0.13
H 3.5651 -6.8556 2.1933 0.08
O -5.4284 -2.8964 0.3781 -0.19
H -7.6416 1.4197 -0.1998 0.13
H -0.2560 1.9880 4.0945 0.10
H 6.1292 -1.0700 2.7956 0.12
C 6.1185 -6.0944 -7.2807 -0.08
H -8.1878 5.8768 1.6626 0.12
H -7.3526 0.7317 8.2236 0.13
O 7.2475 -4.1425 -7.9509 0.02
H 7.4154 -2.4170 -3.9259 0.13
H -9.6641 6.3295 -4.3176 0.12
C 7.3206 -4.6629 3.2637 -0.45
H 7.6401 -2.2511 -5.6996 0.13
H -10.1399 6.9493 -1.7103 0.13
C -5.9064 1.6662 6.9027 -0.16
O -5.2404 4.7891 0.6999 0.01
H 1.1194 3.8804 -0.1409 0.12
H 0.6858 -2.8076 -2.0140 0.08
H -3.5150 -2.9422 -0.5425 0.13
H 1.0025 -4.8636 4.0791 0.08
O -8.3736 2.9572 4.7648 0.10
C 2.5617 2.3171 -1.0963 -0.26
H 1.2803 -2.0836 -4.7416 0.10
H 3.4634 1.0918 1.1827 0.13
C -5.0773 4.8436 2.0482 -0.50
O 4.3228 3.5064 1.1302 -0.05
O 6.3474 -3.9880 3.4947 0.09
H 4.7250 -5.9849 -8.9714 0.12
H 3.2988 3.5765 -2.8158 0.12
H 3.7659 -4.8854 4.2316 0.13
C 8.3547 -0.5619 -4.5353 -0.16
H 1.8127 -3.2239 -0.5204 0.07
C -4.5058 -2.3415 -0.5939 -0.16
H 3.6144 -5.4091 1.0657 0.07
C -4.6232 -1.3238 2.1107 -0.16
H 4.1897 -1.3945 -2.7406 0.11
C 3.8947 -5.7464 2.1342 -0.10
C 0.8355 -2.7208 -0.8705 -0.14
H 3.3706 -1.7349 -0.5150 0.11
H -7.2494 6.0453 -4.1580 0.14
H 3.6338 2.0521 -0.8159 0.14
O 8.0103 -5.1890 -6.0853 0.11
H -7.7785 4.1568 1.6746 0.12
H -8.2501 0.7306 -1.7425 0.13
H 8.7475 -3.2702 2.4530 0.13
C 5.6716 0.8929 3.7233 -0.67
H 1.2479 0.3440 3.1250 0.13
N 2.1078 -2.1386 -4.1125 0.09
H 7.8868 1.5368 -4.8247 0.13
Br 5.5947 0.5073 5.7021 0.62
C 7.6659 0.5645 -5.2686 -0.16
C 3.1529 -4.8418 3.2711 -0.36
H -6.4236 6.3439 0.0429 0.11
O -6.0053 7.7214 -2.2134 0.12
H -0.2310 2.2008 -3.8834 0.10
O -8.0794 7.1021 -1.5437 0.00
C 3.4146 -0.5840 -2.4522 -0.08
H 2.5856 4.5654 -0.9829 0.14
H 8.6354 -7.3481 2.3007 0.13
C 6.1371 -4.3229 -8.8376 -0.16
H -1.4125 2.8484 2.9688 0.07
H 3.2193 -3.3702 1.6083 0.10
O 5.0049 -1.5684 -4.8385 0.08
C 3.8181 -0.7692 2.9632 -0.30
H -3.1919 -0.4606 -0.8992 0.12
C -7.6352 7.0206 -3.8519 -0.08
Br 2.4183 4.7905 2.6899 0.66
H 10.4864 -5.3869 2.6731 0.12
H -4.9969 -0.1237 -0.3503 0.10
C 5.7677 -5.7832 -8.7203 -0.16
C -0.8195 1.8597 3.0917 -0.47
O -4.0548 4.5525 2.6153 0.06
C -6.2140 2.6624 5.8057 -0.08
C -3.0754 0.4697 1.6117 -0.96
C -4.8818 -2.8839 1.7132 -0.17
```

Values from the calculation:
SMILES: CC(C)CC[C@@H](CC(=O)Br)O[C@H](CCCSC(=S)N1CCOCC1)[C@](CCC(N)=O)(O[C@@H](CCO)CC(=O)Br)S(C)(=O)=O.O=C1CCCO1.O=C1CCCO1.O=C1CCCO1.O=C1CCCO1.O=C1CCCO1.O=C1CCCO1.O=C1CCCO1
F_max: 0.1420 hartree/bohr



This record from the OMol25 dataset describes a 10-piece molecular cluster, C55H99N3O24 overall. The level of theory is the ωB97M-V functional and the def2-TZVPD basis.

The geometry in XYZ format:
```
181
Properties=species:S:1:pos:R:3:lowdin_charge:R:1
C -4.4514 5.2930 -4.9584 -0.51
H -5.8180 0.0430 -1.5247 0.06
H -4.8446 5.8559 -2.1313 0.10
H -3.5671 6.8361 1.1268 0.09
H 5.4789 -2.0111 3.4983 0.07
C 5.6146 -4.0071 4.1830 -0.49
C -1.1773 0.8801 -0.4283 0.00
H -6.5374 5.2936 -2.1940 0.11
H -4.0283 5.1809 -7.0923 0.08
H 7.3490 2.0009 2.6399 0.09
H 6.4908 -2.1346 4.9827 0.09
N 5.4058 -4.6054 2.8619 -0.12
H 1.8931 0.9148 3.6666 0.12
N -5.1017 -0.7849 1.1196 -0.08
H 3.8196 -7.5221 2.2724 0.08
H -8.6423 0.8554 1.5495 0.11
C 4.4328 0.5587 1.4476 -0.07
H 2.1547 -5.6411 3.0240 0.13
H -5.0110 3.4245 -1.5213 0.09
H -6.6164 -3.0949 1.3693 0.08
H 4.3807 -4.3917 -1.7294 0.14
O 1.3191 -0.7652 1.4370 0.04
C 2.8273 1.0936 -3.4382 -0.31
H -2.9961 6.4840 -3.8598 0.07
H -2.7421 5.0951 -2.3628 0.06
H -5.6456 1.7424 -0.3150 0.06
H -0.8667 -4.9030 -3.1352 0.13
H -1.9797 0.4920 0.1957 0.06
H 6.6661 -3.3362 -1.9067 0.08
C 3.9639 -5.2522 0.9972 -0.04
O -0.6208 5.6029 0.1646 0.10
C 6.5610 -4.9286 4.9955 -0.02
C -1.6297 5.7070 1.1888 -0.27
H 3.0081 0.0232 -3.5760 0.13
C -2.6280 4.0108 -2.4135 -0.02
H 4.2507 1.3155 0.6822 0.13
C -5.5391 5.1712 -2.6173 -0.16
H -2.6540 3.8101 1.5593 0.11
C -7.6778 0.6203 1.0915 -0.19
C 2.9212 -3.2439 -4.0009 -0.56
H 4.5390 1.1815 -4.8120 0.13
H 6.5145 -3.9350 1.4943 0.07
O 4.4283 -0.7292 0.8390 0.06
O 4.5327 3.1869 -1.3624 0.14
H -2.8699 3.2480 -6.1173 0.11
C -1.2103 -1.9465 -3.2689 -0.56
C 5.8004 0.6489 2.1188 -0.28
C -5.0736 3.7180 -2.5726 -0.15
H -3.6261 -4.4359 -3.0583 0.10
H -1.3710 0.5913 -1.4631 0.08
O 4.3351 2.8428 -3.5701 0.09
C -4.8982 1.5989 0.4639 -0.04
O 3.3454 1.4514 -2.1493 0.07
C -2.8972 6.2162 0.5255 -0.03
C 0.2885 0.6209 -0.1211 -0.25
C 1.1888 -1.4428 0.2873 -0.57
H 0.9607 1.3538 -0.5638 0.14
C 4.1384 0.6260 5.5993 -0.57
H -5.0014 -1.4844 -1.6391 0.07
H -5.8410 3.0399 -2.9569 0.12
H -4.0905 7.4493 -4.8759 0.09
O -2.2803 -2.3206 -2.5278 0.07
H 0.0316 -4.3348 -1.7457 0.13
H 3.6213 0.5804 2.1740 0.11
C -6.1712 -2.8488 0.4058 -0.04
H 3.6997 -5.9086 5.1587 0.10
H 4.8359 -5.4075 0.3561 0.08
O 3.2993 1.3940 6.3004 0.08
H 6.6079 2.3731 1.0706 0.09
C 3.7565 1.8240 -4.4045 -0.05
H 3.7070 -4.2060 0.8029 0.07
H -3.9757 1.3524 -0.0689 0.07
H -2.9682 -5.4510 -1.6729 0.09
C -3.5433 6.5135 -4.8124 -0.03
H 4.6082 -1.4947 -2.4783 0.13
H 5.9208 0.2304 3.1182 0.13
H 7.0750 -2.6817 3.3804 0.09
H 2.6860 -4.0492 2.9657 0.12
O -0.5726 3.6420 1.1657 0.03
H 1.3896 -1.4669 3.6604 0.07
C -4.2118 0.7757 2.7306 -0.04
H 1.3486 0.9613 6.5924 0.13
H -1.4826 4.2397 2.8446 0.13
H 6.4144 -4.4716 -3.2250 0.09
H -1.3926 6.4704 1.9312 0.15
H -1.2286 1.9721 -0.3866 0.06
O 2.8121 -2.2937 -3.0573 0.05
C 6.2099 -2.6115 4.0469 -0.02
H -8.2394 -1.0917 -0.0397 0.12
H -5.4577 6.0672 -6.7964 0.09
H -4.7515 2.6258 0.8248 0.08
C 4.6222 -6.9318 2.7156 -0.02
C 3.2935 -4.9792 4.7535 -0.17
H -2.7740 1.7092 -4.0521 0.08
C -3.6268 1.9119 -3.4032 -0.01
H -4.0667 -4.0837 -1.4270 0.05
H 3.6912 -2.2716 -1.1319 0.10
H 4.6963 -7.1207 3.7882 0.06
H -6.8029 0.3270 2.9701 0.13
C 2.1031 0.3710 4.5918 -0.31
C -0.7026 -4.0367 -2.4907 -0.07
H 2.3339 -4.8150 5.2511 0.11
H -4.2647 -0.0274 3.4651 0.09
C 1.9691 1.3309 5.7759 -0.07
H -6.6259 2.0311 2.4321 0.12
C 0.0594 4.4783 0.3260 -0.59
C -2.0385 -3.5461 -1.8633 -0.31
C -5.9234 -1.0123 -1.2820 -0.01
H 1.0516 2.2014 -3.0328 0.09
H -7.7721 -1.4284 1.6025 0.11
H -6.6813 -1.4744 -1.9169 0.09
H 0.2650 -0.7824 4.8177 0.09
C -3.7569 3.4524 -3.3039 -0.49
H 3.2718 2.2880 -5.2630 0.13
H -4.5412 1.4222 -3.7218 0.08
C -6.1216 -1.3325 0.2101 -0.49
N -3.8325 3.9752 -4.6671 -0.10
H -0.1092 0.6358 2.1075 0.13
O 1.0910 4.1761 -0.1928 0.17
C -5.2168 0.6187 1.5901 -0.50
H 4.6050 -3.8535 6.0583 0.11
H -4.3788 1.7088 3.2771 0.08
H 3.1708 -5.9115 0.6448 0.09
C 1.3426 1.2829 -3.5612 0.00
H -2.6839 3.6001 -1.4040 0.06
H -7.6749 1.2391 0.1891 0.11
H -3.2990 1.6062 -2.4062 0.06
C 6.4099 2.0315 2.0839 -0.01
C 4.0847 2.5824 -2.2988 -0.57
C -6.6090 0.9896 2.1189 -0.13
C 5.6985 -1.1943 0.7809 -0.55
O 1.6889 -2.5171 0.1436 0.15
O 6.5506 -4.7066 2.0796 0.00
C 4.2774 -5.4420 2.4824 -0.51
H -2.6544 6.4733 -5.4486 0.08
O -2.6306 3.8231 -5.3812 -0.01
H -6.4666 4.8284 -4.5528 0.12
O 6.5161 -0.2281 1.2092 0.09
H 7.5642 -4.7622 4.5870 0.08
O 5.2921 0.4812 5.8251 0.17
H -2.6289 6.9344 -0.2526 0.09
C -5.7141 5.4871 -4.1047 -0.15
H 3.8315 -2.9028 4.8003 0.10
O -0.3085 -2.9263 -3.2665 0.08
O 3.4900 0.0580 4.5619 0.05
C -4.8981 5.2018 -6.4316 -0.05
H -3.1902 0.8439 2.3505 0.06
C 3.0404 -5.0452 3.2642 -0.15
H -6.1455 6.4730 -4.2968 0.12
C -7.5043 -0.8309 0.7273 -0.14
H 1.4364 1.2635 1.5746 0.12
C 6.0849 -3.5194 -2.8115 -0.01
H -3.5202 5.4251 0.1060 0.06
H 1.6546 -1.4982 5.5029 0.09
O -3.7710 -0.9868 0.6596 -0.03
O -1.1107 -0.9029 -3.8228 0.16
C 0.6827 0.4985 1.3698 -0.09
C 3.9182 -2.2955 -2.1950 -0.11
H 0.8671 0.4532 -3.0434 0.06
H 0.9611 1.4313 -4.5690 0.10
O 3.8991 -4.1176 -3.6505 0.08
O 2.3015 -3.2499 -5.0155 0.16
H -5.5086 4.3132 -6.5961 0.09
H -1.6206 3.8346 -2.7967 0.09
H -1.8589 -3.3791 -0.7982 0.14
H 6.2716 -5.9694 4.8823 0.07
H 5.7768 2.7203 2.6449 0.09
C -3.2476 -4.4633 -2.0381 -0.01
O 5.9378 -2.2992 0.3960 0.14
C -1.6920 4.2762 1.7753 -0.06
H -3.5463 -1.7875 1.1482 0.11
H -6.7646 -3.2816 -0.4013 0.09
C 1.3284 -0.9546 4.6158 0.00
C 4.3150 -3.8597 5.0074 -0.13
H 5.6183 -7.1835 2.3538 0.09
H 6.7152 -4.6630 6.0440 0.08
C 4.6027 -3.6330 -2.4793 -0.28
H -5.1989 -3.3452 0.4183 0.07
O 0.5698 -0.7026 -0.6153 0.10
H 6.2646 -2.6804 -3.4825 0.09
H 1.5638 2.2793 5.4292 0.13
```

Values from the calculation:
SMILES: CC1(C)CCCC(C)(C)N1O.CC1(C)CCCC(C)(C)N1O.CC1(C)CCCC(C)(C)N1O.C[C@H]1COC(=O)O1.C[C@H]1COC(=O)O1.C[C@H]1COC(=O)O1.C[C@H]1COC(=O)O1.C[C@H]1COC(=O)O1.C[C@H]1COC(=O)O1.C[C@H]1COC(=O)O1
F_max: 0.0467 hartree/bohr
ΔE to the lowest compared entry with this formula, charge and spin: 0.0 kcal per mole



| no. | LUMO energy (eV) |
| --- | --- |
| 1 | 0.0 |
| 2 | -0.2 |